ORCA calculation (the ωB97M-V functional and the def2-TZVPD basis) on a cluster of 2 separate species, C5H13NO in total in a non-equilibrium geometry.

Values from the calculation:
Electronic energy: -327.96198 Ha
HOMO level (alpha / beta): -15.3 / -15.3 eV
HOMO-LUMO gap (alpha / beta): 11.239 / 6.465 eV

Structure (ORCA input):
```
! wB97M-V def2-TZVPD RIJCOSX def2/J DEFGRID3
* xyz 1 2
O 1.02 -2.34 1.02
N 1.18 -1.74 -1.12
C -2.07 1.23 -0.38
C 2.22 0.91 0.19
C 1.09 -1.46 0.14
C 1.13 -0.06 0.69
C -2.30 -0.11 0.34
H 0.17 0.42 0.53
H -2.40 2.08 0.22
H -2.67 1.27 -1.29
H -3.09 0.01 1.08
H 3.12 0.69 0.75
H 1.25 -1.00 -1.80
H 1.21 -0.12 1.77
H 1.84 1.90 0.43
H -1.38 -0.45 0.81
H 2.50 0.90 -0.87
H 0.88 -2.65 -1.45
H -1.04 1.39 -0.70
H -2.65 -0.86 -0.36
*
```

=====

ORCA calculation (the ωB97M-V functional and the def2-TZVPD basis) on a cluster of 2 separate species, C5H13NO in total in a non-equilibrium geometry.

Values from the calculation:
Electronic energy: -327.95958 Ha
HOMO level (alpha / beta): -14.4 / -14.4 eV
HOMO-LUMO gap (alpha / beta): 10.557 / 5.223 eV

Structure (ORCA input):
```
! wB97M-V def2-TZVPD RIJCOSX def2/J DEFGRID3
* xyz 1 2
O -2.51 0.15 1.65
N -0.93 1.76 1.51
C -1.83 -0.57 -1.01
C 3.34 -1.43 -0.91
C -1.50 0.64 1.17
C 3.39 -0.22 -1.83
C -0.80 -0.21 0.03
H 0.04 0.37 -0.36
H -0.48 -1.08 0.61
H 3.20 -0.46 -2.88
H -0.16 2.19 1.01
H 2.60 -2.11 -1.32
H -2.44 -1.43 -0.72
H 3.06 -1.18 0.10
H 4.30 0.38 -1.73
H 2.59 0.46 -1.60
H 4.24 -2.03 -0.97
H -1.36 2.31 2.26
H -1.38 -0.96 -1.93
H -2.57 0.20 -1.24
*
```

=====

ORCA calculation (the ωB97M-V functional and the def2-TZVPD basis) on a cluster of 3 separate species, C5H13NO2 in total in a non-equilibrium geometry.

Values from the calculation:
Electronic energy: -403.46317 Ha
HOMO level: -8.7 eV
HOMO-LUMO gap: 9.258 eV
SMILES: C=CC(=C)NC.O.O

Structure (ORCA input):
```
! wB97M-V def2-TZVPD RIJCOSX def2/J DEFGRID3
* xyz 0 1
O 1.29 -3.15 -0.71
O 2.03 0.72 2.86
N -1.18 1.03 0.17
C -2.39 0.41 0.72
C -0.41 0.31 -0.80
C -0.92 -0.69 -1.52
C 1.06 0.56 -0.73
C 1.52 1.80 -0.79
H -3.27 0.62 0.12
H -1.99 -0.76 -1.54
H 1.29 -3.40 0.21
H -2.24 -0.66 0.71
H 1.90 -0.23 2.86
H 0.82 2.60 -0.98
H 1.63 -0.24 -0.26
H -0.31 -1.30 -2.16
H -2.46 0.65 1.78
H 2.10 0.98 1.94
H 2.53 2.15 -0.64
H -1.44 1.95 -0.18
H 0.42 -3.36 -1.07
*
```

=====

ORCA calculation (the ωB97M-V functional and the def2-TZVPD basis) on a cluster of 3 separate species, C5H13NO2 in total in a non-equilibrium geometry.

Values from the calculation:
Electronic energy: -403.40288 Ha
HOMO level: -9.8 eV
HOMO-LUMO gap: 10.421 eV
SMILES: [H]/N=C(C)\C=C\C.O.O

Structure (ORCA input):
```
! wB97M-V def2-TZVPD RIJCOSX def2/J DEFGRID3
* xyz 0 1
O -3.05 -2.62 -2.15
O -1.02 -3.11 1.76
N 0.86 -0.13 -1.67
C -0.55 -0.73 0.19
C 1.98 3.76 1.40
C 1.03 2.61 0.61
C 1.44 1.41 0.23
C 0.59 0.16 -0.48
H -0.74 -0.52 1.24
H -1.13 -2.80 0.91
H 1.57 0.49 -2.03
H -3.16 -1.61 -2.28
H -0.21 -1.73 0.29
H -2.00 -2.34 -2.44
H -1.96 -3.05 2.02
H 1.83 4.70 0.96
H -1.51 -0.63 -0.42
H 2.99 3.35 1.49
H 1.41 3.66 2.45
H 0.01 2.85 0.85
H 2.45 1.15 0.14
*
```

=====

ORCA calculation (the ωB97M-V functional and the def2-TZVPD basis) on a cluster of 3 separate species, C5H13NO2 in total in a non-equilibrium geometry.

Values from the calculation:
Electronic energy: -403.44952 Ha
HOMO level: -8.5 eV
HOMO-LUMO gap: 9.149 eV
SMILES: C=C/C=C/CN.O.O

Structure (ORCA input):
```
! wB97M-V def2-TZVPD RIJCOSX def2/J DEFGRID3
* xyz 0 1
O -2.86 -3.09 4.09
O -1.26 2.99 0.53
N -0.45 -1.50 1.23
C 0.27 -0.35 -0.94
C 2.33 1.91 -3.03
C 1.31 1.28 -2.45
C 0.64 -1.34 0.29
C 1.35 0.22 -1.52
H -0.68 3.12 1.28
H 0.78 -2.28 -0.23
H -3.54 -2.41 4.12
H 0.34 1.77 -2.45
H -0.91 3.65 -0.15
H -0.73 -0.72 1.80
H 2.44 2.82 -3.60
H 3.33 1.49 -2.99
H 2.28 -0.29 -1.39
H 1.62 -1.27 0.83
H -2.14 -2.88 3.47
H -0.84 -0.16 -1.13
H -1.22 -1.96 0.77
*
```

=====

no.,molecular weight (g/mol)
1,103.2
2,103.2
3,119.2
4,119.2
5,119.2